1.
64
Properties=species:S:1:pos:R:3:mulliken_charge:R:1 method="wB97M-V/def2-TZVPD" charge=-1 e_above_lowest_kj_mol=0.0
Pb 0.172 -0.070 -0.389 1.063
Se 1.732 1.208 -3.903 0.055
Se 2.840 -1.788 -2.168 0.250
As -0.889 2.733 1.325 0.751
S 2.718 -0.024 0.896 -0.621
S -2.784 -0.780 1.446 0.794
O 0.141 3.495 0.060 -0.583
O -2.214 -0.636 0.062 -0.644
O -0.814 3.689 2.641 -0.817
O -0.284 1.174 1.449 0.031
O -4.046 -1.510 1.393 -0.684
O -3.289 0.904 1.739 -0.696
N 2.152 0.256 3.471 -0.164
N -0.429 -2.717 -1.087 0.001
N 0.429 -1.823 1.305 0.901
N 0.931 -1.376 2.479 -0.796
C -1.893 -4.257 -0.011 -0.771
C -2.483 -4.559 -1.224 -0.540
C -2.031 -3.931 -2.373 -0.804
C 0.904 2.848 -3.274 -0.537
C -4.642 1.574 -0.105 -0.159
C 1.188 0.366 4.565 -0.166
C -0.861 -3.322 0.023 0.642
C -0.227 -2.926 1.298 0.252
C -1.004 -3.009 -2.245 -0.212
C -0.420 -3.763 2.523 -1.769
C -2.747 3.499 -0.761 -0.544
C -3.908 3.391 -1.511 -0.541
C -4.849 2.420 -1.180 -0.507
C 3.111 1.131 -2.523 -0.085
C 3.887 -0.175 -2.518 -1.151
C 1.847 -0.438 2.348 0.126
C -3.482 1.689 0.659 0.114
C -2.525 2.646 0.316 -0.023
C 2.509 -2.298 -4.019 -1.123
C 1.334 -0.743 5.595 -1.057
H 2.734 1.056 3.290 0.241
H 2.029 -3.275 -3.989 0.335
H 4.421 -0.330 -3.457 0.515
H -0.007 2.989 -3.851 0.331
H -2.254 -4.704 0.904 0.394
H -5.754 2.323 -1.769 0.370
H 2.626 1.289 -1.559 -0.160
H 3.799 1.962 -2.692 0.483
H -3.304 -5.264 -1.268 0.388
H 0.342 -3.515 3.257 0.391
H -0.375 -4.826 2.283 0.453
H 0.737 4.086 0.536 0.223
H -1.996 4.236 -1.014 0.451
H 1.163 -1.711 5.127 0.154
H 3.448 -2.383 -4.562 0.348
H 4.625 -0.140 -1.717 0.424
H 0.183 0.368 4.137 0.014
H -2.470 -4.132 -3.340 0.409
H 1.346 1.340 5.029 0.499
H 0.605 -0.612 6.397 0.353
H -4.074 4.054 -2.351 0.382
H -0.630 -2.466 -3.108 0.451
H 2.335 -0.739 6.032 0.304
H 1.570 3.693 -3.434 0.350
H -1.396 -3.552 2.970 0.293
H -5.360 0.811 0.166 0.474
H 1.850 -1.588 -4.513 0.293
H 0.652 2.771 -2.218 -0.149

2.
92
Properties=species:S:1:pos:R:3:mulliken_charge:R:1 method="wB97M-V/def2-TZVPD" charge=-1 total_energy_ha=-19354.7201
Cl -11.282 0.344 1.120 -0.079
Cl -4.299 5.673 -6.285 -0.098
Cl -7.016 5.045 -7.088 -0.120
Cl -3.618 -2.938 -1.473 -0.129
Cl 9.430 -5.001 -0.865 -0.142
Cl 13.116 -6.321 2.193 -0.128
Cl 11.112 -8.399 1.890 -0.132
Cl -5.654 -0.347 1.999 0.056
Cl -0.298 2.478 2.358 -0.043
Cl -3.935 -0.237 -2.491 -0.037
Cl -5.052 -5.285 3.895 -0.140
Cl -8.825 -0.159 -2.729 -0.143
Cl -2.251 -5.821 3.326 -0.125
Cl 3.230 1.870 7.007 -0.156
Cl -3.508 2.429 -4.581 -0.117
Cl -2.875 2.471 0.974 0.038
Cl 11.051 -3.661 2.068 -0.103
Cl -11.836 3.988 2.588 -0.122
Cl -5.193 -1.888 4.420 -0.080
Cl -3.651 -3.757 1.845 0.032
Cl 1.271 3.223 5.341 -0.133
Cl -6.781 0.767 -0.881 0.000
Cl -5.040 5.767 -9.090 -0.121
Cl 8.727 -2.214 -0.493 0.001
Cl -10.214 -2.072 2.320 -0.086
Cl 8.769 -4.946 3.300 -0.118
Cl -12.965 -2.007 1.383 -0.133
Cl -8.290 -1.635 -0.285 -0.100
Cl 10.332 -3.019 -2.796 -0.160
Cl -9.110 3.729 3.553 -0.114
Cl -9.674 3.468 0.719 -0.070
Cl 10.596 -3.371 4.919 -0.137
Cl 12.940 -7.818 -0.292 -0.142
Cl -2.245 4.655 -3.210 -0.104
Cl -4.720 3.535 -2.177 -0.084
Cl -2.796 -0.670 0.158 0.006
Cl 3.514 1.814 4.114 -0.102
Cl -3.637 0.499 3.930 -0.080
Cl -1.189 4.843 0.908 -0.129
S 3.989 0.508 1.335 -0.371
O 5.860 -2.812 0.414 -0.614
O 5.590 0.379 -1.078 -0.428
N 6.657 -0.585 0.902 -0.648
C 0.973 0.057 -2.311 -1.709
C 12.037 -7.143 1.067 0.705
C 2.975 2.755 5.490 -0.030
C -8.340 -0.041 -1.037 0.546
C -5.204 -0.275 3.710 -0.217
C 4.634 1.160 -1.763 -1.285
C 1.851 2.169 -1.403 -1.415
C 3.854 -0.399 -3.501 -1.817
C -3.775 3.888 -3.626 0.277
C -1.686 3.438 1.856 -0.192
C 9.945 -3.319 -1.095 0.150
C -11.649 -1.078 2.103 -0.003
C -5.591 6.023 -7.436 0.034
C 6.240 -1.702 0.628 0.847
C 9.829 -3.542 3.338 0.125
C -3.796 -5.317 2.642 -0.050
C 2.136 1.065 -2.423 0.971
C -3.945 -1.253 -1.048 0.453
C -10.132 4.267 2.222 -0.018
C 3.441 0.291 -2.181 0.927
B 5.691 0.594 0.364 0.693
H -4.341 4.585 -4.236 0.023
H -9.077 0.553 -0.516 -0.299
H -9.986 5.330 2.093 0.334
H -2.169 3.798 2.754 0.350
H 9.233 -2.658 3.148 0.228
H 1.203 -0.841 -2.879 0.358
H 3.318 -0.512 -1.462 0.006
H -5.950 0.317 4.221 0.328
H 11.339 -6.412 0.678 -0.312
H 2.317 3.117 -1.657 0.376
H 6.186 1.661 0.664 -0.271
H -11.971 -0.736 3.077 0.304
H 3.275 -0.491 0.802 0.028
H 10.845 -3.167 -0.520 0.115
H 4.339 2.043 -1.201 0.430
H 0.774 2.311 -1.326 0.436
H -4.937 -1.203 -0.620 -0.329
H 4.831 -0.848 -3.350 0.390
H 3.130 -1.131 -3.840 0.381
H -4.090 -6.047 1.902 0.283
H 0.893 -0.249 -1.270 0.334
H 3.557 3.665 5.537 0.284
H 2.094 1.445 -3.443 0.213
H 5.121 1.501 -2.682 0.317
H 3.983 0.384 -4.247 0.430
H 2.188 1.866 -0.417 0.137
H -5.861 7.064 -7.329 0.294
H 0.037 0.493 -2.643 0.474

3.
54
Properties=species:S:1:pos:R:3:mulliken_charge:R:1 method="wB97M-V/def2-TZVPD" e_above_lowest_kj_mol=244.5
Cl -2.555 -1.543 2.199 -0.189
O 3.189 0.552 -0.657 -0.458
O 2.279 2.187 1.397 -0.576
N -2.929 -2.357 -0.307 0.822
N -3.375 -1.994 -1.507 -1.035
N -2.653 2.049 0.445 0.175
C -3.536 -0.236 -0.105 1.181
C -3.015 -1.328 0.565 -0.356
C 1.358 2.898 0.619 -1.198
C -1.641 1.775 1.455 -1.553
C 6.429 -1.924 0.082 -0.517
C 4.209 -0.326 -0.415 0.673
C -0.728 2.965 -0.755 -2.004
C -2.460 -3.688 -0.054 -0.911
C 6.567 -0.547 0.003 -0.500
C -2.084 2.282 -0.871 -0.110
C 1.882 0.048 -0.876 -1.009
C 5.468 0.249 -0.243 -0.365
C -3.792 1.149 0.420 -1.702
C 0.960 1.206 -1.260 -1.387
C -4.352 -0.025 -2.578 -1.121
C 4.068 -1.705 -0.331 -0.371
C 5.181 -2.493 -0.084 -0.615
C -3.748 -0.728 -1.414 0.543
C 0.318 2.024 -0.119 2.056
C -0.390 1.102 0.890 -0.749
H 5.062 -3.564 -0.020 0.353
H 5.558 1.322 -0.307 0.392
H 0.150 0.786 -1.859 0.426
H -3.771 0.851 -2.859 0.240
H -2.078 1.155 2.238 0.494
H 1.875 3.531 -0.118 0.371
H -5.362 0.302 -2.334 0.309
H -0.848 3.862 -0.146 0.410
H 7.537 -0.091 0.133 0.367
H 0.834 3.552 1.322 0.559
H -0.393 3.280 -1.744 0.477
H -4.556 1.619 -0.208 0.373
H 1.534 1.880 -1.902 0.480
H 7.289 -2.547 0.274 0.381
H -1.430 -3.670 0.306 0.291
H -1.964 1.343 -1.438 -0.039
H -4.394 -0.712 -3.418 0.378
H -1.357 2.728 1.918 0.391
H 3.105 -2.176 -0.452 0.398
H -4.181 1.084 1.440 0.516
H -2.781 2.920 -1.427 0.501
H 0.293 0.869 1.709 0.652
H -3.087 -4.180 0.692 0.317
H -0.683 0.168 0.406 0.266
H -2.513 -4.234 -0.994 0.306
H 1.912 -0.671 -1.706 0.697
H 2.820 1.652 0.797 0.393
H 1.523 -0.468 0.022 0.579

4.
54
Properties=species:S:1:pos:R:3:mulliken_charge:R:1 method="wB97M-V/def2-TZVPD" charge=-1 total_energy_ha=-1443.0916
Sn 1.921 1.821 -1.985 0.925
F 3.816 0.755 0.730 -0.277
F 4.401 2.681 -0.141 -0.323
F 2.826 2.587 1.377 -0.267
O 1.177 0.457 1.469 -0.224
O -2.529 -1.479 1.457 -0.222
C 2.872 -0.389 -1.865 -0.663
C 1.511 -0.711 2.242 -0.636
C 0.496 3.857 -2.701 -0.705
C -2.229 -2.571 2.415 -0.562
C -3.646 -3.029 2.626 -0.831
C 1.948 -0.832 -2.861 -0.382
C 3.801 0.530 -2.486 -0.930
C 0.418 -1.725 1.939 -0.305
C 3.336 1.944 0.312 0.296
C 2.304 -0.218 -4.083 -0.645
C -0.104 3.118 -1.633 -0.521
C -3.907 -1.934 1.583 1.604
C 3.422 0.623 -3.874 -0.573
C 0.158 0.059 0.506 0.489
C 1.669 4.494 -2.207 -0.458
C 0.156 -1.471 0.444 -0.388
C 0.755 3.245 -0.488 -0.849
C 1.857 4.087 -0.852 -0.765
C -4.476 -2.544 0.318 -1.727
C -4.830 -0.896 2.184 -1.797
H 0.377 0.580 -0.460 -1.003
H 1.863 -0.455 -5.050 0.394
H 2.263 5.245 -2.724 0.449
H 4.714 0.894 -2.024 0.629
H -4.412 -0.475 3.108 0.354
H -4.001 -2.764 3.620 0.313
H 0.997 -1.845 -0.179 0.195
H 2.998 -0.799 -0.867 0.680
H -1.603 -3.361 1.973 0.225
H -1.794 -2.196 3.352 0.392
H 2.485 -1.108 1.923 0.228
H 4.010 1.122 -4.641 0.430
H -3.814 -3.329 -0.075 0.359
H 0.612 -2.762 2.203 0.370
H 0.578 2.818 0.494 0.866
H 2.589 4.484 -0.159 0.464
H -3.824 -4.066 2.324 0.309
H 1.583 -0.412 3.300 0.354
H -0.801 0.457 0.890 0.396
H -0.458 -1.346 2.492 -0.091
H -5.437 -3.008 0.582 0.404
H 1.197 -1.611 -2.718 0.391
H 0.077 3.981 -3.699 0.425
H -4.664 -1.762 -0.427 0.390
H -0.794 -1.870 0.076 0.444
H -5.019 -0.083 1.481 0.413
H -1.065 2.609 -1.638 0.559
H -5.782 -1.398 2.413 0.399